The ion C29H47F9IN2O4 with charge +1, computed with ωB97M-V with the def2-TZVPD basis set.

Its net charge is +1. As for the HOMO-LUMO gap: 8.587 eV. Its multiplicity is 1. The calculation puts the electronic energy at -2739.68166 a.u.

Geometry as XYZ:
```
92
Properties=species:S:1:pos:R:3:lowdin_charge:R:1
C 4.955 -1.417 1.254 -0.11
C 4.593 -2.871 1.696 -0.25
C 5.502 -3.964 1.034 -0.21
C 4.989 -4.421 -0.363 -0.20
C 5.588 -3.611 -1.580 -0.19
C 4.459 -2.719 -2.172 -0.23
C 4.916 -1.879 -3.396 -0.20
C 3.983 -0.632 -3.611 -0.20
C 2.692 -1.011 -4.417 -0.20
C 2.174 0.259 -5.184 -0.19
C 1.504 1.208 -4.143 -0.21
C -0.040 0.936 -4.001 -0.19
C -0.561 1.862 -2.855 -0.19
C -1.853 1.352 -2.134 -0.16
C -1.842 1.756 -0.625 -0.29
C -3.268 2.329 -0.313 -0.09
N -3.358 2.989 1.035 0.11
C -4.725 3.504 1.365 -0.37
F -4.981 4.392 0.372 0.16
F -4.697 4.289 2.439 0.20
C -5.895 2.453 1.348 -0.32
F -6.523 2.595 0.168 0.17
F -5.507 1.161 1.395 0.13
C -6.915 2.631 2.529 -0.33
F -6.299 2.496 3.707 0.17
F -7.459 3.855 2.400 0.17
C -8.089 1.575 2.520 -0.53
F -9.218 2.141 2.917 0.20
F -7.802 0.636 3.439 0.17
F -8.273 0.940 1.371 0.20
C -2.637 2.326 2.168 -0.18
O -3.507 1.898 3.214 -0.08
N -3.230 2.640 4.395 0.02
O -3.814 2.215 5.296 0.15
C -1.640 1.174 1.848 -0.21
C -1.718 -0.038 2.844 -0.15
C -1.061 0.285 4.240 -0.38
C 0.221 -0.595 4.396 -0.03
O -1.996 -0.232 5.204 -0.06
C -1.613 0.574 0.383 -0.64
I -3.026 -1.050 0.063 1.18
C -0.097 0.128 0.170 -0.11
C -0.047 -1.202 -0.690 -0.37
C 1.336 -1.934 -0.633 0.00
O 0.053 -2.403 0.050 -0.14
H 4.788 -0.749 2.122 0.07
H 6.005 -1.315 0.935 0.07
H 4.266 -1.040 0.475 0.04
H 4.699 -2.923 2.795 0.10
H 3.544 -3.132 1.468 0.09
H 5.437 -4.849 1.694 0.10
H 6.533 -3.569 1.000 0.11
H 3.884 -4.343 -0.428 0.10
H 5.211 -5.492 -0.527 0.10
H 6.431 -3.014 -1.195 0.11
H 5.919 -4.344 -2.332 0.11
H 3.664 -3.400 -2.533 0.11
H 4.080 -2.054 -1.376 0.07
H 4.804 -2.488 -4.316 0.11
H 5.974 -1.569 -3.357 0.11
H 4.506 0.158 -4.177 0.11
H 3.724 -0.270 -2.598 0.09
H 1.897 -1.368 -3.734 0.10
H 2.914 -1.769 -5.187 0.11
H 2.999 0.804 -5.671 0.11
H 1.404 -0.079 -5.901 0.11
H 1.918 1.052 -3.129 0.09
H 1.584 2.282 -4.394 0.12
H -0.266 -0.135 -3.857 0.10
H -0.504 1.284 -4.941 0.12
H 0.284 2.067 -2.175 0.09
H -0.822 2.828 -3.327 0.12
H -2.715 1.873 -2.599 0.12
H -2.002 0.279 -2.321 0.07
H -1.045 2.514 -0.493 0.15
H -4.072 1.620 -0.544 0.10
H -3.378 3.147 -1.052 0.15
H -2.853 3.873 0.870 0.21
H -2.053 3.122 2.675 0.17
H -0.617 1.571 2.012 0.15
H -2.727 -0.451 2.953 0.09
H -1.100 -0.856 2.430 0.09
H -0.858 1.363 4.379 0.13
H 0.863 -0.268 5.227 0.08
H 0.766 -0.681 3.436 0.07
H -0.130 -1.619 4.619 0.10
H -1.966 0.299 6.012 0.10
H 0.464 0.869 -0.416 0.11
H 0.379 -0.161 1.117 0.11
H -0.580 -1.219 -1.658 0.10
H 1.640 -2.566 -1.468 0.09
H 1.835 -1.903 0.341 0.10
```